38
Properties=species:S:1:pos:R:3:forces:R:3 method="wB97M-V/def2-TZVPD" spin_multiplicity=2 s2=0.762 orbital_gap_ev="8.20 / 5.35" charge=+1
O -0.021564 -3.183333 0.902356 -4.41 4.21 1.77
S -1.155148 -2.088036 0.994808 3.88 -4.75 -5.83
O -1.465699 -1.692766 -0.472123 -0.31 0.11 5.11
C -0.371500 -0.614393 1.843034 -0.34 1.27 0.85
C -0.885014 0.827282 1.257240 -0.95 1.34 -0.03
C 0.361672 1.831540 0.774238 -1.42 -0.92 -1.67
C 1.265667 1.139664 -0.452306 -0.21 0.42 0.69
C 2.271986 2.299497 -1.076608 -1.83 2.22 1.33
F 1.608883 3.121935 -2.157123 2.41 -3.05 3.37
F 2.434051 3.289906 0.056952 0.01 -2.62 -3.23
C 3.774747 1.799549 -1.434359 2.25 3.76 3.06
F 4.557025 2.980050 -1.881646 -2.72 -4.09 1.74
F 4.415329 1.341008 -0.144426 -2.42 1.43 -4.02
S 3.965941 0.411727 -2.646796 3.79 -2.82 -4.31
F 4.584557 1.563153 -3.799800 -1.80 -2.74 2.16
F 2.412089 0.573117 -3.331038 2.86 -0.25 2.02
F 3.506300 -0.816063 -1.544377 0.29 2.88 -2.07
F 5.611702 0.224613 -2.106944 -3.63 0.36 -0.99
F 4.278815 -0.826159 -3.796279 -0.90 2.67 2.56
N -2.470745 -2.837699 1.857156 -1.32 3.93 0.43
S -3.693199 -1.702709 2.359394 1.57 1.24 1.38
O -4.762593 -2.545212 3.159263 1.80 1.32 -1.31
O -3.210140 -0.608963 3.351966 -1.99 -3.66 -3.63
O -4.548108 -0.939755 1.099129 1.56 -3.11 1.48
B -4.866482 -1.859381 -0.010067 -0.35 -1.53 -3.69
O -5.091259 -3.315060 0.084869 1.32 3.83 -1.42
O -4.913911 -1.238368 -1.380538 2.38 -1.23 3.38
H -0.604695 -0.690416 2.989543 0.03 -0.20 -1.83
H 0.791839 -0.686377 1.722582 -1.76 -0.91 -0.44
H -1.678987 0.763244 0.398905 1.61 -0.27 1.62
H -1.412644 1.420303 2.148515 0.75 -1.28 -1.89
H 1.027540 1.971421 1.754814 0.34 2.56 -3.09
H -0.120920 2.866232 0.430481 1.36 -2.23 1.18
H 0.555832 0.696664 -1.298547 1.64 0.99 1.90
H 1.883181 0.281202 0.092722 -1.01 1.83 -1.78
H -4.881733 -3.657989 -0.855034 -0.73 0.70 2.06
H -3.944877 -1.037693 -1.629441 -2.11 -0.19 0.48
Cu 0.792065 0.938270 2.739486 0.35 -1.23 2.68

=====

24
Properties=species:S:1:pos:R:3:forces:R:3 method="wB97M-V/def2-TZVPD" spin_multiplicity=9 s2=20.428 orbital_gap_ev="5.11 / 3.11" charge=+2
Fe 14.786973 -6.776645 -17.302128 -0.16 -1.07 -0.29
Fe 14.680884 -9.500319 -15.706490 0.52 0.02 -1.86
C 15.356224 -9.039867 -18.069891 1.22 3.34 5.74
O 15.804710 -7.953481 -18.598895 0.37 -1.37 -1.76
O 16.035726 -9.755019 -17.202559 0.12 -1.00 -1.60
O 14.135392 -8.859457 -17.554508 -2.12 0.07 -0.05
C 15.028363 -8.810464 -23.676953 0.09 -1.24 -0.12
C 14.618161 -7.467890 -23.152672 0.24 -0.43 0.14
O 13.880500 -6.786979 -23.816687 -0.01 0.18 -0.01
C 15.086476 -6.966771 -21.805834 0.27 0.58 -0.07
H 14.154954 -9.474175 -23.663773 -0.18 0.31 -0.14
H 15.760822 -9.306325 -23.042771 0.16 0.49 0.16
H 15.396951 -8.769821 -24.701847 -0.12 0.27 -0.02
H 14.798585 -5.922328 -21.721164 -0.08 -0.06 0.32
H 16.175533 -7.054143 -21.756442 0.00 -0.06 -0.26
H 14.694469 -7.603189 -21.011337 -0.25 -0.04 -0.15
Br 20.558137 -8.433913 -16.125053 -0.19 0.24 0.06
C 18.981588 -8.051979 -17.204993 0.22 0.13 -0.21
C 19.333693 -8.107962 -18.689378 0.32 -1.02 0.02
Br 19.430716 -6.354434 -19.490191 -0.10 -0.02 -0.09
H 18.622618 -7.050575 -16.982940 0.08 -0.05 0.37
H 18.257723 -8.794214 -16.890157 -0.11 -0.05 -0.28
H 18.680699 -8.739706 -19.290196 -0.47 0.36 0.17
H 20.296093 -8.601066 -18.805929 0.19 0.42 -0.06

=====

21
Properties=species:S:1:pos:R:3:forces:R:3 method="wB97M-V/def2-TZVPD" orbital_gap_ev=10.84 smiles="C[C@H]1COC(=O)O1.BrCCBr" charge=0 relative_energy_kcal_mol=12.59
Br 0.700259 -0.650069 5.220511 -0.15 -0.30 -0.19
C 0.669839 0.400881 3.575141 -1.49 -0.45 0.15
C 1.854499 1.269881 3.622621 0.91 0.77 0.19
Br 1.476479 2.908411 2.575921 0.48 -0.58 0.07
H -0.262171 0.966081 3.579241 0.13 -0.02 0.29
H 0.598909 -0.266309 2.716121 0.36 -0.06 0.18
H 2.742709 0.720781 3.310111 0.03 0.46 -0.50
H 2.071239 1.610891 4.634971 -0.27 0.18 -0.20
C -0.753031 1.111911 -1.854449 0.38 -0.65 -0.95
C -0.806741 -0.167759 -2.717139 0.13 1.07 0.49
C 0.254999 -1.256169 -2.395449 -0.07 0.14 -0.82
O -0.499741 -2.420359 -2.329179 -3.12 -1.69 0.18
C -1.847441 -2.116579 -2.151839 -0.90 -0.30 -0.17
O -2.744531 -2.852329 -1.810829 2.13 1.01 -0.65
O -2.045881 -0.799169 -2.484599 -0.36 -1.74 1.28
H -0.787581 0.797921 -0.811229 -0.08 0.29 0.02
H -1.564111 1.789691 -2.120659 -0.14 -0.21 0.22
H 0.168819 1.655471 -2.061409 0.15 -0.08 0.17
H -0.903061 0.011521 -3.787969 0.98 0.47 -0.08
H 0.776119 -1.350489 -1.442749 0.45 1.55 -0.04
H 0.900429 -1.364209 -3.267149 0.47 0.16 0.36

=====

21
Properties=species:S:1:pos:R:3:forces:R:3 method="wB97M-V/def2-TZVPD" orbital_gap_ev=10.28 charge=0
C -1.089014 3.458444 1.661071 0.26 0.17 0.22
C -0.187899 2.440238 1.025768 -0.33 1.14 1.46
Cl 1.271574 2.058675 1.886531 -0.08 -0.02 0.01
C -0.472442 1.846701 -0.096479 0.44 -0.97 -1.67
Cl -1.963788 2.274900 -0.922218 0.24 -0.22 0.05
Si 0.532756 0.517784 -0.971050 -0.96 -0.30 -0.36
F 2.082868 0.491941 -0.571440 -0.05 -0.04 0.11
C -0.320646 -1.141134 -0.622491 0.93 0.23 0.56
C 0.656581 -2.208609 -0.048468 -1.07 -0.35 -0.91
C 0.792938 -3.406140 -1.020931 0.72 0.31 0.65
Br -0.091739 -2.909210 1.645321 0.30 0.19 0.04
H -2.065284 3.024346 1.872479 0.00 -0.07 0.06
H -1.258336 4.292152 0.977167 0.06 -0.02 0.01
H -0.649586 3.836738 2.580511 -0.07 0.01 0.01
H 0.485174 0.763995 -2.423259 0.06 0.18 0.02
H -1.119965 -0.987518 0.099097 -0.14 0.20 -0.17
H -0.753251 -1.474323 -1.565046 -0.11 -0.14 0.09
H 1.616908 -1.784875 0.216394 0.04 -0.06 0.13
H 1.834458 -3.733296 -1.021883 -0.10 -0.23 -0.02
H 0.529723 -3.143348 -2.042792 -0.08 0.08 0.01
H 0.168972 -4.217460 -0.658282 -0.04 -0.10 -0.31

=====

19
Properties=species:S:1:pos:R:3:forces:R:3 method="wB97M-V/def2-TZVPD" orbital_gap_ev=9.69 smiles="CC1(C)NC(=[NH2+])C=C1Br" charge=+1 relative_energy_kcal_mol=5.27
C 1.185035 1.761349 0.165075 2.97 2.97 1.03
C 1.746792 0.587034 -0.039370 -3.00 -3.31 -0.90
C -0.225588 1.686359 0.095449 -1.56 -0.44 0.13
C 0.380614 -0.539674 -0.075047 2.61 0.74 0.24
C 0.061936 -1.363174 -1.302430 1.80 -1.09 -0.98
C 0.661328 -1.364306 1.189295 -0.38 -0.83 0.51
N -0.686206 0.449000 -0.021395 0.14 -0.43 0.26
N -1.077748 2.677611 0.156267 -1.65 3.00 -0.20
Br 3.490151 0.041346 -0.085117 -0.10 0.11 0.11
H 1.849943 2.659067 0.494355 -1.81 -1.36 -0.89
H -1.026346 -1.331653 -1.446413 0.48 -0.45 -0.39
H 0.457251 -2.422558 -1.293267 -0.76 1.06 0.52
H 0.633260 -0.958417 -2.159445 -0.85 0.15 0.08
H 0.859588 -0.665172 2.039256 -0.45 -0.78 -0.41
H 1.615236 -1.979266 1.054110 -1.40 0.79 -0.02
H -0.217516 -2.089076 1.390367 1.46 1.23 -0.11
H -1.556030 0.233859 -0.540208 0.75 0.50 0.84
H -0.855349 3.638575 -0.131200 0.65 -0.79 0.46
H -2.092502 2.667239 0.366124 1.12 -1.05 -0.29

=====

23
Properties=species:S:1:pos:R:3:forces:R:3 method="wB97M-V/def2-TZVPD" orbital_gap_ev=5.88 charge=+2
O 2.728006 2.197884 0.271895 0.66 0.98 -1.51
C 2.578546 0.982421 -0.132128 3.07 0.27 2.39
O 2.190880 0.089348 0.711497 -0.62 -0.37 -1.58
C 0.838902 0.174963 1.252626 -1.16 0.26 1.05
C 0.228584 -1.207581 1.226370 -0.18 -0.03 0.28
C -0.348206 -1.661477 -0.115231 -0.24 -0.14 0.19
C -1.180466 -0.646602 -0.869586 -0.67 0.17 -0.30
O -2.218845 -0.159111 -0.007941 1.17 -0.96 0.62
C -2.992778 0.798328 -0.484821 -0.90 1.36 -1.01
O -3.002361 1.206012 -1.621845 0.37 -0.41 0.43
O -3.745293 1.268297 0.503108 0.15 -0.33 0.30
H 0.282285 0.895871 0.642528 0.06 -0.11 0.27
H 0.919631 0.551881 2.277945 0.08 -0.05 -0.30
H -0.555424 -1.202511 1.997276 0.13 -0.06 -0.29
H 0.984821 -1.936189 1.550370 -0.20 0.19 0.14
H -0.949852 -2.566181 0.049657 0.24 0.19 -0.04
H 0.466855 -1.960067 -0.789264 0.07 -0.09 -0.15
H -1.642565 -1.114546 -1.748028 0.17 0.18 0.10
H -0.583823 0.207982 -1.216723 -0.11 -0.03 -0.06
H -4.320568 1.965359 0.163914 -0.05 0.02 -0.19
Ca 3.588190 -1.065482 -2.190921 0.23 -0.87 -0.58
O 3.265993 0.631563 -1.121637 -0.45 -0.32 -1.11
H 3.467482 2.549833 -0.349055 -1.83 0.15 1.34

=====

18
Properties=species:S:1:pos:R:3:forces:R:3 method="wB97M-V/def2-TZVPD" orbital_gap_ev=10.37 charge=0 relative_energy_kcal_mol=31.71
C -0.174414 1.210871 0.742144 -1.49 -1.22 2.24
C -0.750401 0.044587 0.491079 -1.68 -0.12 1.47
C -0.261008 2.156530 1.904169 0.00 -3.77 1.20
C 0.458897 -0.158134 -1.668711 -2.25 -3.56 -0.44
C -0.477570 -2.291690 -0.495777 3.76 1.69 3.73
C -0.607164 -0.787488 -0.740914 -0.97 -0.24 -0.75
Cl -2.007463 -0.538587 1.675508 1.00 0.28 -0.64
Cl -2.283031 -0.939576 -1.553803 0.07 1.21 -0.41
H 0.424304 1.514542 -0.000957 2.32 1.23 -2.57
H -1.067751 2.748499 1.752872 -2.07 2.79 -0.85
H 0.666467 2.616072 2.094653 0.86 0.93 0.09
H -0.630011 1.669069 2.838350 0.75 -0.21 -0.58
H 0.581199 -0.879595 -2.478760 0.24 0.37 -0.14
H 0.361434 0.805845 -2.010616 -1.11 2.10 -0.88
H 1.283939 -0.140923 -1.079464 2.96 -0.29 1.56
H -0.569077 -2.899901 -1.292301 -0.13 -1.57 -3.05
H 0.456961 -2.580638 0.090905 -0.43 0.63 -1.05
H -1.169475 -2.604553 0.211491 -1.82 -0.26 1.07

=====

19
Properties=species:S:1:pos:R:3:forces:R:3 method="wB97M-V/def2-TZVPD" orbital_gap_ev=8.09 smiles="C=C(C)C=S.CC(Cl)Cl" charge=0 relative_energy_kcal_mol=0.00
C 2.565986 1.040198 -0.687365 0.09 0.06 0.02
C 1.822592 -0.005973 0.092447 0.00 0.30 -0.16
C 0.521667 0.092827 0.399006 2.07 -0.07 -0.53
C 2.536396 -1.203312 0.551247 0.03 -0.08 -0.04
C -3.329032 0.462350 -0.140050 -0.04 -0.01 0.10
C -2.130178 -0.451805 0.003738 -0.62 -0.05 -0.21
H 2.990231 0.612620 -1.601620 -0.04 0.04 0.13
H 3.406105 1.433243 -0.105430 -0.09 -0.06 -0.09
H 1.904859 1.868290 -0.958209 0.07 -0.13 0.06
H -0.074059 0.949122 0.094504 0.49 0.18 0.23
H 0.015853 -0.682396 0.964646 1.59 0.31 -0.82
H 1.913559 -1.908896 1.110088 0.07 0.10 -0.07
H -4.183749 0.056025 0.406923 0.12 0.08 -0.09
H -3.086056 1.451603 0.260021 -0.03 -0.13 -0.04
H -3.593011 0.557989 -1.196695 0.06 -0.04 0.13
H -1.260585 -0.073544 -0.530557 -0.51 -0.36 -0.01
S 4.100421 -1.546228 0.305527 -0.27 0.11 0.03
Cl -1.644456 -0.592232 1.712806 -3.03 -0.29 1.29
Cl -2.476547 -2.059877 -0.681034 0.04 0.04 0.08

=====

For reference, max |F| by record: 8.5, 6.8, 3.5, 2.0, 4.6, 3.9, 5.6, 3.3 eV/Å.